The following is a DFT calculation (ωB97M-V/def2-TZVPD) of C6H15F4KN2O12PS4 as an isolated structure at a distorted geometry.

Geometry (Å):
K: 1.97 -0.22 0.04
N: 1.48 0.89 2.44
S: 1.30 0.34 3.86
O: 0.68 -0.95 3.97
O: 1.01 1.33 4.89
F: 2.85 0.07 4.19
S: 0.01 1.80 2.37
O: 0.10 3.16 2.83
O: -1.14 0.99 2.59
F: 0.03 1.96 0.77
N: 4.55 -0.05 0.00
S: 5.16 0.53 -1.45
O: 5.44 -0.45 -2.48
O: 6.00 1.69 -1.45
F: 3.77 1.20 -2.02
S: 5.62 -1.20 0.20
O: 6.94 -0.71 0.48
O: 5.45 -2.45 -0.48
F: 5.03 -1.53 1.67
C: -3.53 2.37 0.08
C: -3.50 0.89 -0.24
O: -2.13 0.50 -0.38
P: -1.80 -0.89 -1.10
O: -0.36 -1.22 -1.07
O: -2.80 -1.93 -0.40
C: -2.24 -2.91 0.52
C: -1.71 -2.25 1.78
O: -2.32 -0.80 -2.57
C: -1.46 -0.35 -3.64
C: -1.02 1.10 -3.47
H: -2.97 2.87 -0.72
H: -4.55 2.75 0.14
H: -3.03 2.65 1.01
H: -4.00 0.30 0.53
H: -4.02 0.76 -1.20
H: -3.05 -3.61 0.74
H: -1.44 -3.41 -0.04
H: -0.89 -1.58 1.52
H: -2.50 -1.63 2.22
H: -1.51 -2.95 2.59
H: -0.65 -1.07 -3.75
H: -2.01 -0.44 -4.57
H: -1.18 1.62 -4.42
H: -1.60 1.70 -2.78
H: 0.04 1.14 -3.23

- E_HOMO (Eh) = -0.2732
- gap between HOMO and LUMO (eV) = 9.5
- total charge = -1

Calculated atomic charges, method Mulliken, unit e: 0.98, -0.13, 0.94, -0.56, -0.62, -0.31, 1.02, -0.58, -0.47, -0.22, -0.15, 1.04, -0.56, -0.59, -0.31, 1.02, -0.59, -0.55, -0.28, -1.18, -0.21, 0.50, 0.13, -0.56, -0.38, -0.36, -0.69, -0.36, -0.31, -0.79, 0.26, 0.39, 0.22, 0.26, 0.36, 0.31, 0.29, 0.01, 0.24, 0.45, 0.29, 0.35, 0.37, 0.12, 0.23